{
  "formula": "C4H4N2O",
  "method": "ωB97M-V/def2-TZVPD",
  "orbital_gap_ev": 9.952,
  "homo_ev": -9.5,
  "de_lowest_kcal_mol": 88.29,
  "species": ["O", "C", "C", "C", "N", "C", "N", "H", "H", "H", "H"],
  "coordinates": [[-2.222058, -1.337651, 0.480075], [-1.514180, -0.454227, 0.147827], [0.100424, -1.407451, -0.663555], [1.147287, -0.980388, -0.166814], [0.811848, 0.948986, 0.772406], [-0.193309, 1.459830, 0.141160], [-1.352099, 0.794061, -0.023801], [-0.385058, -2.170716, -1.241855], [2.161747, -0.872549, 0.151568], [1.619536, 1.568382, 0.719735], [-0.174138, 2.451723, -0.316746]],
  "atomic_forces_ev_per_a": [[0.480, 0.525, -0.207], [-0.460, -0.153, 0.196], [0.610, 0.103, 0.170], [-0.410, -0.195, -0.265], [-0.237, 0.195, -0.117], [0.193, -0.093, 0.063], [0.030, -0.313, 0.052], [0.011, 0.159, 0.103], [-0.173, -0.030, -0.040], [-0.057, -0.052, 0.010], [0.014, -0.146, 0.035]],
  "mulliken_charge": [-0.42, 0.67, -0.58, -0.09, -0.61, 0.12, -0.48, 0.38, 0.40, 0.23, 0.37]
}


{
  "formula": "C4H4N2O",
  "method": "ωB97M-V/def2-TZVPD",
  "orbital_gap_ev": 9.454,
  "homo_ev": -9.7,
  "smiles": "N#C/C=C\\NC=O",
  "de_lowest_kcal_mol": 39.39,
  "species": ["N", "C", "C", "C", "N", "C", "O", "H", "H", "H", "H"],
  "coordinates": [[2.028790, 1.340658, -1.245471], [1.732634, 0.358533, -0.698047], [1.262364, -0.808129, 0.016484], [-0.041313, -1.086919, 0.388062], [-1.090068, -0.138390, 0.469563], [-1.130591, 1.126218, 0.004578], [-2.237195, 1.692868, -0.134439], [2.020924, -1.611663, 0.294180], [-0.306110, -2.056030, 0.726518], [-2.161807, -0.508348, 0.348848], [-0.077628, 1.691202, -0.170275]],
  "atomic_forces_ev_per_a": [[-0.141, -1.338, 0.551], [-0.168, 0.633, 0.229], [-0.514, -1.693, 0.602], [1.564, 2.837, -0.656], [-3.003, -3.296, -1.083], [-0.396, 4.089, -0.623], [2.890, -1.340, 0.133], [-1.075, 1.237, -0.814], [-0.088, -0.598, 0.458], [3.475, 0.790, 0.793], [-2.543, -1.321, 0.409]],
  "mulliken_charge": [-0.43, 0.25, -0.48, 0.09, -0.20, 0.11, -0.56, 0.27, 0.41, 0.32, 0.22]
}


{
  "formula": "C4H4N2O",
  "method": "ωB97M-V/def2-TZVPD",
  "orbital_gap_ev": 10.106,
  "homo_ev": -10.5,
  "smiles": "C[C@H](C#N)C#[N+][O-]",
  "de_lowest_kcal_mol": 127.14,
  "species": ["C", "C", "C", "N", "C", "N", "O", "H", "H", "H", "H"],
  "coordinates": [[-0.506962, -0.257567, 0.956696], [0.183624, -0.518583, -0.368691], [1.621218, -1.078796, 0.171199], [2.468423, -1.528645, 0.798973], [-0.415992, 0.600790, -1.446813], [-0.463283, 1.780978, -1.556283], [-0.597732, 2.910659, -1.849756], [0.007195, -0.846559, 1.637601], [-1.637634, -0.416009, 0.838327], [-0.455095, 0.826169, 1.381981], [-0.203762, -1.472438, -0.563234]],
  "atomic_forces_ev_per_a": [[-2.585, 3.635, -0.033], [0.362, 0.932, 0.674], [-1.904, 2.552, -2.104], [0.213, -0.201, -0.087], [2.519, -1.196, 2.134], [0.293, -2.409, 0.003], [-0.198, 1.049, -0.111], [0.040, -1.359, 1.701], [1.710, -0.220, 0.383], [0.315, -1.717, -1.057], [-0.763, -1.067, -1.505]],
  "mulliken_charge": [-1.27, 0.47, 0.10, -0.40, -0.20, 0.55, -0.58, 0.47, 0.31, 0.29, 0.27]
}


{
  "formula": "C4H4N2O",
  "method": "ωB97M-V/def2-TZVPD",
  "orbital_gap_ev": 9.168,
  "homo_ev": -8.5,
  "smiles": "C=C=CNN=C=O",
  "de_lowest_kcal_mol": 85.21,
  "species": ["C", "C", "C", "N", "N", "C", "O", "H", "H", "H", "H"],
  "coordinates": [[-1.222014, -0.217168, 1.643971], [-0.514326, 0.661685, 0.952459], [0.221210, 1.242299, 0.061853], [1.079105, 0.576875, -0.758337], [0.524111, -0.368218, -1.538634], [0.554325, -1.566615, -1.454855], [0.401631, -2.722488, -1.458922], [-0.922816, -0.609622, 2.588932], [-2.137823, -0.515255, 1.224492], [0.426877, 2.291708, 0.052025], [1.589720, 1.226799, -1.312985]],
  "atomic_forces_ev_per_a": [[1.198, 1.666, -1.008], [-1.052, -1.789, 1.080], [-0.193, 1.564, 1.556], [2.066, 0.221, -0.159], [-0.528, -1.045, -1.581], [-0.543, -1.019, 0.484], [0.245, 0.097, -0.236], [0.243, -0.139, 0.513], [-1.266, -0.480, -0.228], [-0.443, 0.704, 0.175], [0.272, 0.219, -0.597]],
  "mulliken_charge": [-0.71, 0.18, -0.23, -0.09, -0.40, 0.55, -0.42, 0.26, 0.27, 0.31, 0.27]
}


{
  "formula": "C4H4N2O",
  "method": "ωB97M-V/def2-TZVPD",
  "orbital_gap_ev": 9.086,
  "homo_ev": -8.8,
  "smiles": "O=C=C1C=NCN1",
  "de_lowest_kcal_mol": 61.77,
  "species": ["O", "C", "C", "C", "N", "C", "N", "H", "H", "H", "H"],
  "coordinates": [[0.790047, 2.277736, -1.475914], [0.186351, 1.377554, -1.050392], [-0.653457, 0.411715, -0.641663], [-0.214089, -0.972594, -0.996074], [0.267127, -1.576799, 0.017182], [0.262139, -0.567216, 1.084598], [-0.894866, 0.264338, 0.776462], [-0.244529, -1.402157, -1.992934], [1.176353, 0.044173, 0.893265], [0.263994, -0.990500, 2.089116], [-0.939071, 1.133751, 1.296355]],
  "atomic_forces_ev_per_a": [[-0.618, -0.624, 0.267], [0.087, 0.837, -0.565], [0.327, 0.115, -0.151], [0.208, -0.239, 0.007], [-0.200, 0.144, -0.285], [0.212, 0.003, 0.309], [0.072, 0.172, 0.097], [-0.050, 0.002, 0.139], [0.011, -0.357, 0.427], [-0.122, -0.018, -0.156], [0.073, -0.035, -0.090]],
  "mulliken_charge": [-0.37, 0.50, 0.03, -0.10, -0.47, -0.40, -0.48, 0.38, 0.31, 0.34, 0.26]
}


{
  "formula": "C4H4N2O",
  "method": "ωB97M-V/def2-TZVPD",
  "orbital_gap_ev": 9.153,
  "homo_ev": -8.9,
  "smiles": "N[C@]12C=C1C=NO2",
  "de_lowest_kcal_mol": 122.98,
  "species": ["N", "C", "C", "C", "C", "N", "O", "H", "H", "H", "H"],
  "coordinates": [[-0.821094, 0.999732, -1.194028], [-0.419981, 0.491079, 0.072399], [0.527739, 1.084633, 0.962861], [0.937230, -0.067046, 0.454573], [0.696923, -1.484273, 0.364852], [-0.572900, -1.730460, 0.470908], [-1.301332, -0.569662, 0.484720], [-1.221365, 0.258064, -1.760090], [0.001021, 1.378429, -1.648558], [0.787459, 1.950185, 1.562448], [1.386300, -2.310682, 0.229916]],
  "atomic_forces_ev_per_a": [[-0.061, -0.106, 0.046], [0.166, -0.020, -0.098], [0.102, 0.006, -0.062], [-0.095, 0.038, -0.131], [-0.133, -0.142, -0.065], [0.402, -0.014, 0.179], [-0.167, 0.189, -0.011], [0.124, 0.051, -0.045], [-0.171, 0.158, -0.165], [-0.046, -0.350, 0.151], [-0.122, 0.191, 0.199]],
  "mulliken_charge": [-0.63, 0.50, -0.35, 0.09, -0.39, -0.26, -0.23, 0.27, 0.26, 0.35, 0.40]
}


{
  "formula": "C4H4N2O",
  "method": "ωB97M-V/def2-TZVPD",
  "orbital_gap_ev": 9.260,
  "homo_ev": -9.3,
  "smiles": "C#C/N=C\\C(N)=O",
  "de_lowest_kcal_mol": 60.54,
  "species": ["C", "C", "N", "C", "C", "N", "O", "H", "H", "H", "H"],
  "coordinates": [[1.536858, 1.976007, -0.704219], [1.414367, 0.882058, -0.209334], [1.452024, -0.266812, 0.426544], [0.496884, -1.091514, 0.552260], [-0.848062, -1.029733, -0.206857], [-1.658336, -0.112979, 0.364178], [-1.135589, -1.796680, -1.090238], [1.683329, 2.915784, -1.142464], [0.731671, -2.038769, 1.028209], [-1.152849, 0.434679, 1.083432], [-2.520297, 0.127958, -0.101511]],
  "atomic_forces_ev_per_a": [[-0.141, -1.035, 0.390], [-0.027, 1.582, -0.684], [0.070, -1.008, 0.967], [0.129, -0.646, -1.450], [0.184, -0.140, 1.093], [1.059, 0.336, 0.529], [0.222, 0.014, -0.247], [0.010, 0.563, -0.286], [-0.145, 0.005, 0.234], [-1.396, 0.018, -0.895], [0.034, 0.311, 0.349]],
  "mulliken_charge": [-0.55, 0.33, -0.47, -0.20, 0.50, -0.38, -0.56, 0.45, 0.40, 0.26, 0.24]
}


{
  "formula": "C4H4N2O",
  "method": "ωB97M-V/def2-TZVPD",
  "orbital_gap_ev": 8.327,
  "homo_ev": -9.6,
  "smiles": "O=C1C=C=NC=N1.[H][H]",
  "de_lowest_kcal_mol": 90.43,
  "species": ["O", "C", "C", "C", "N", "C", "N", "H", "H", "H", "H"],
  "coordinates": [[2.492178, -1.453935, -0.195289], [1.360809, -1.058253, -0.099879], [1.183805, 0.479813, 0.190091], [-0.106217, 0.584443, 0.260563], [-1.203232, 0.018898, 0.188904], [-0.963825, -1.327650, -0.085609], [0.206579, -1.839676, -0.224502], [2.048811, 1.116468, 0.288095], [-1.860117, -1.933227, -0.184155], [-1.556800, 2.882615, -0.394051], [-1.601992, 2.530499, 0.255836]],
  "atomic_forces_ev_per_a": [[-0.368, 0.109, 0.017], [0.283, -0.171, -0.032], [-0.187, 0.055, 0.039], [-0.159, -0.402, -0.075], [0.388, 0.271, 0.077], [0.217, -0.218, -0.040], [-0.093, 0.194, 0.035], [-0.201, -0.176, -0.032], [0.194, 0.050, 0.021], [0.017, 0.107, -0.008], [-0.092, 0.182, -0.002]],
  "mulliken_charge": [-0.52, 0.64, -0.77, 0.81, -0.41, -0.14, -0.42, 0.39, 0.39, 0.12, -0.09]
}


{
  "formula": "C4H4N2O",
  "method": "ωB97M-V/def2-TZVPD",
  "orbital_gap_ev": 10.095,
  "homo_ev": -9.6,
  "smiles": "Oc1cncnc1",
  "de_lowest_kcal_mol": 17.19,
  "species": ["O", "C", "C", "N", "C", "N", "C", "H", "H", "H", "H"],
  "coordinates": [[-0.362288, 0.770929, 1.996411], [-0.217778, 0.310682, 0.760628], [-0.007022, 1.225432, -0.229812], [0.361771, 0.902177, -1.493237], [0.349726, -0.407024, -1.727571], [0.160893, -1.386783, -0.830626], [-0.209580, -1.014402, 0.410440], [-0.464345, 0.019664, 2.555059], [0.042660, 2.278503, 0.081567], [0.793477, -0.816662, -2.649855], [-0.447514, -1.882516, 1.126996]],
  "atomic_forces_ev_per_a": [[-0.329, 0.911, 0.722], [-0.104, -0.280, -0.623], [1.317, 1.167, -1.439], [-1.198, -0.178, 1.081], [1.759, -1.083, 0.242], [-1.179, 0.643, 0.580], [0.266, -2.382, -0.392], [-0.192, -0.740, 1.094], [-0.178, -0.352, -0.429], [-0.625, 0.759, 0.072], [0.463, 1.535, -0.908]],
  "mulliken_charge": [-0.48, 0.74, -0.21, -0.50, -0.05, -0.51, -0.24, 0.29, 0.37, 0.31, 0.27]
}


{
  "formula": "C4H4N2O",
  "method": "ωB97M-V/def2-TZVPD",
  "orbital_gap_ev": 12.216,
  "homo_ev": -11.5,
  "de_lowest_kcal_mol": 87.81,
  "species": ["N", "C", "C", "O", "C", "C", "N", "H", "H", "H", "H"],
  "coordinates": [[2.390997, -0.870971, 0.315556], [1.598952, -0.408719, 1.076321], [1.021157, 0.082862, -0.557709], [-0.122676, -0.612765, -0.803803], [-1.154672, -0.456902, 0.153870], [-1.592921, 0.948915, 0.250579], [-1.891921, 2.063865, 0.312027], [1.666100, -0.000384, -1.427159], [0.877858, 1.128333, -0.275361], [-1.982756, -1.082595, -0.184437], [-0.810114, -0.791637, 1.140113]],
  "atomic_forces_ev_per_a": [[-0.657, 0.336, 0.650], [0.761, -0.416, -0.382], [-0.116, 0.263, -0.473], [0.057, -0.032, 0.015], [-0.107, -0.031, 0.092], [-0.250, 0.937, 0.066], [0.281, -1.090, -0.057], [-0.047, 0.017, 0.131], [0.053, -0.164, 0.020], [0.111, 0.118, 0.061], [-0.086, 0.061, -0.122]],
  "mulliken_charge": [-0.25, -0.19, -0.05, -0.36, -0.30, 0.33, -0.38, 0.29, 0.31, 0.28, 0.32]
}